[1]
C27H49BrN3O15PS | ωB97M-V/def2-TZVPD

Kohn-Sham gap   0.2628 hartree
2S+1   1
DFT total energy   -5664.17999 Ha

Atoms and positions in Å:
O -2.357 -6.658 -4.905
N -2.676 -6.851 -3.767
O -1.607 -7.509 -3.168
C -0.541 -6.590 -2.866
C -0.847 -5.078 -2.561
C 0.330 -4.041 -2.270
C -0.132 -2.519 -2.021
C 0.091 -1.757 -3.436
O -0.317 -2.327 -4.486
Br 0.985 -0.002 -3.637
C 1.829 -4.420 -2.250
C 3.047 -3.421 -1.995
P 2.978 -2.477 -0.363
O 2.704 -0.985 -0.719
O 1.754 -3.099 0.685
O 4.436 -2.533 0.532
C 2.156 -5.952 -2.534
N 3.502 -6.524 -2.539
S 3.227 -8.191 -2.908
N 1.518 -8.335 -3.110
C 0.984 -6.999 -2.845
H -1.946 -4.750 -2.556
H -1.256 -2.544 -1.741
H 0.399 -2.008 -1.149
H 4.001 -4.082 -1.952
H 3.229 -2.707 -2.890
H 1.811 -2.606 1.548
H 5.230 -2.436 -0.040
C 0.206 1.072 0.156
O -0.984 1.447 0.828
C -1.329 2.807 0.581
C -2.735 3.099 1.092
O -3.752 2.713 0.167
C -4.016 1.311 0.096
C -4.824 0.802 1.285
O -3.964 0.534 2.389
C -4.691 0.288 3.578
H 1.042 1.704 0.470
H 0.431 0.036 0.412
H 0.067 1.140 -0.927
H -1.273 3.016 -0.494
H -0.609 3.438 1.114
H -2.837 4.184 1.196
H -2.911 2.663 2.078
H -3.095 0.742 -0.047
H -4.622 1.178 -0.804
H -5.323 -0.136 1.012
H -5.576 1.547 1.571
H -5.255 1.180 3.869
H -3.978 0.055 4.372
H -5.367 -0.562 3.450
C 6.344 -4.562 6.846
O 5.668 -3.388 6.438
C 5.202 -2.628 7.550
C 4.720 -1.256 7.090
O 5.785 -0.316 6.944
C 6.590 -0.478 5.776
C 5.900 0.020 4.510
O 5.033 -0.985 3.992
C 4.200 -0.486 2.962
H 5.687 -5.197 7.448
H 6.645 -5.111 5.953
H 7.244 -4.304 7.415
H 6.005 -2.512 8.286
H 4.365 -3.174 8.002
H 4.078 -0.844 7.875
H 4.119 -1.317 6.180
H 6.937 -1.508 5.674
H 7.472 0.147 5.945
H 6.655 0.240 3.746
H 5.327 0.928 4.731
H 3.533 0.288 3.357
H 3.592 -1.309 2.586
H 4.800 -0.086 2.139
C -2.896 7.707 -6.102
O -3.594 6.597 -5.570
C -3.265 5.387 -6.247
C -3.821 4.186 -5.489
O -2.977 3.770 -4.415
C -3.022 4.590 -3.246
C -4.283 4.367 -2.417
O -5.361 5.139 -2.940
C -6.598 4.784 -2.352
H -3.122 7.833 -7.165
H -3.217 8.601 -5.565
H -1.818 7.583 -5.957
H -2.176 5.296 -6.340
H -3.716 5.427 -7.245
H -3.850 3.337 -6.178
H -4.843 4.357 -5.144
H -2.878 5.643 -3.495
H -2.165 4.278 -2.643
H -4.104 4.694 -1.387
H -4.549 3.304 -2.422
H -6.849 3.746 -2.595
H -7.372 5.433 -2.767
H -6.565 4.922 -1.267

Cartesian forces (eV/Å) of the 2 atoms listed first:
-1.798 0.185 2.201
0.592 0.605 -4.139

Mulliken population analysis, charges in e, atoms 1 to 4: atom 1 (O): -0.173, atom 2 (N): 0.069, atom 3 (O): -0.227, atom 4 (C): 0.201

---

[2]
C27H49Cl2F9N4O8P | ωB97M-V/def2-TZVPD

Kohn-Sham gap   0.2517 hartree
Total charge   +1
2S+1   1
DFT total energy   -4039.48242 Ha

Atoms and positions in Å:
C 4.509 -7.679 0.413
C 5.393 -6.483 0.014
C 4.493 -5.337 -0.331
O 5.203 -4.300 -1.142
C 4.471 -3.831 -2.121
N 3.369 -3.056 -1.970
P 2.722 -2.506 -0.474
O 1.779 -3.464 0.070
O 3.973 -2.261 0.454
O 2.108 -1.085 -0.776
C 2.865 -2.801 -3.282
C 1.613 -2.053 -3.607
C 0.368 -2.755 -3.078
C -0.019 -3.961 -3.941
F -1.226 -3.772 -4.510
F 0.860 -4.120 -4.961
C -0.047 -5.319 -3.189
F 1.007 -5.384 -2.357
F 0.113 -6.294 -4.104
C -1.353 -5.691 -2.439
F -1.058 -6.798 -1.732
F -2.319 -5.986 -3.297
C -1.890 -4.665 -1.416
F -2.326 -3.566 -2.020
F -0.951 -4.335 -0.545
F -2.905 -5.226 -0.773
C 3.723 -3.390 -4.152
N 4.720 -4.035 -3.412
C 5.820 -4.820 -3.946
Cl 6.629 -3.906 -5.209
C 5.355 -6.256 -4.367
C 6.471 -7.226 -4.029
Cl 5.056 -6.405 -6.117
H 3.578 -7.309 0.837
H 5.006 -8.302 1.140
H 4.249 -8.255 -0.467
H 6.021 -6.783 -0.817
H 6.052 -6.215 0.834
H 3.634 -5.688 -0.899
H 4.100 -4.879 0.567
H 3.830 -1.454 0.968
H 2.694 -0.615 -1.394
H 1.669 -1.054 -3.190
H 1.584 -1.962 -4.683
H 0.502 -3.086 -2.055
H -0.470 -2.071 -3.087
H 3.669 -3.394 -5.220
H 6.547 -4.939 -3.156
H 4.428 -6.504 -3.867
H 6.666 -7.243 -2.959
H 7.377 -6.877 -4.513
H 6.227 -8.232 -4.340
C -2.252 5.091 0.191
O -1.714 4.123 1.076
C -2.695 3.361 1.769
C -2.681 1.917 1.318
N -3.173 1.786 -0.048
C -2.974 0.467 -0.639
C -1.542 -0.015 -0.847
O -0.814 0.717 -1.824
C -0.187 1.896 -1.346
H -1.424 5.700 -0.170
H -2.746 4.628 -0.670
H -2.964 5.743 0.704
H -3.691 3.797 1.656
H -2.435 3.394 2.831
H -3.317 1.327 1.983
H -1.649 1.553 1.422
H -2.714 2.474 -0.630
H -3.463 0.477 -1.616
H -3.503 -0.271 -0.029
H -1.601 -1.038 -1.228
H -0.976 -0.070 0.090
H 0.121 1.801 -0.302
H -0.836 2.767 -1.455
H 0.700 2.075 -1.958
C -2.238 5.807 4.257
O -2.020 7.079 4.832
C -2.121 8.156 3.908
C -3.343 9.004 4.188
N -4.568 8.279 3.875
C -5.795 8.935 4.324
C -6.003 9.118 5.824
O -6.187 7.909 6.536
C -5.003 7.258 6.957
H -1.995 5.058 5.010
H -3.285 5.672 3.960
H -1.593 5.649 3.387
H -2.131 7.791 2.877
H -1.229 8.775 4.035
H -3.297 9.907 3.574
H -3.299 9.309 5.243
H -4.523 7.362 4.297
H -6.630 8.340 3.948
H -5.861 9.914 3.840
H -6.930 9.681 5.953
H -5.211 9.718 6.288
H -4.203 7.969 7.176
H -4.655 6.536 6.212
H -5.237 6.705 7.867

Cartesian forces (eV/Å) of the 2 atoms listed first:
-0.016 0.658 -0.160
0.101 -0.431 0.196

Mulliken population analysis, charges in e, atoms 1 to 4: atom 1 (C): -1.271, atom 2 (C): -0.149, atom 3 (C): -0.240, atom 4 (O): -0.442

---

[3]
C27H49CrN3SSbSi2 | ωB97M-V/def2-TZVPD

ΔE to the lowest compared entry with this formula, charge and spin   0.00 kJ/mol
Kohn-Sham gap (spin up / spin down)   0.2581 / 0.2393 hartree
<S²>   3.966
2S+1   4
DFT total energy   -3484.31248 Ha

Atoms and positions in Å:
Cr 0.777 -1.226 0.254
N 0.688 -1.185 2.622
N 1.948 -1.192 3.231
C 2.978 -0.559 2.618
N 4.000 -0.216 3.437
S 3.017 -0.231 0.991
H 0.115 -0.417 2.960
H 0.220 -2.071 2.786
H 1.958 -1.190 4.242
H 4.125 -0.725 4.299
H 4.854 0.033 2.963
C 1.419 0.444 -2.970
Si 0.549 -1.057 -2.182
C 1.033 -2.471 -3.356
C -1.306 -0.803 -2.554
C -1.747 -0.548 -3.861
C -3.093 -0.393 -4.153
C -4.035 -0.494 -3.133
C -3.617 -0.758 -1.838
C -2.261 -0.918 -1.526
Si -1.685 -1.343 0.235
C -2.537 -0.022 1.328
C -2.590 -2.936 0.707
H 0.923 0.738 -3.901
H 2.466 0.217 -3.199
H 1.407 1.307 -2.305
H 1.048 -2.110 -4.389
H 0.305 -3.283 -3.303
H 2.020 -2.886 -3.132
H -1.022 -0.475 -4.667
H -3.411 -0.202 -5.171
H -5.089 -0.374 -3.352
H -4.366 -0.846 -1.055
H -3.570 0.132 0.999
H -2.029 0.939 1.253
H -2.569 -0.308 2.387
H -3.651 -2.855 0.443
H -2.527 -3.141 1.781
H -2.174 -3.798 0.183
C -0.580 3.387 -2.333
C -0.909 3.505 -0.844
C -2.356 3.083 -0.583
Sb 0.419 2.241 0.310
C 2.249 3.438 0.163
C 3.184 2.899 -0.920
C 1.985 4.924 -0.067
C -0.178 2.868 2.324
C 0.948 2.549 3.311
C -0.639 4.314 2.476
H -1.210 4.069 -2.913
H -0.776 2.373 -2.692
H 0.463 3.625 -2.554
H -0.751 4.533 -0.511
H -2.532 2.064 -0.942
H -3.045 3.744 -1.119
H -2.621 3.116 0.477
H 2.724 3.296 1.138
H 2.749 3.024 -1.914
H 3.411 1.842 -0.787
H 4.130 3.450 -0.907
H 1.557 5.095 -1.057
H 2.925 5.484 -0.018
H 1.307 5.353 0.669
H -1.025 2.211 2.538
H 1.764 3.269 3.216
H 1.375 1.554 3.149
H 0.587 2.601 4.344
H 0.193 5.009 2.353
H -1.044 4.475 3.481
H -1.417 4.582 1.761
C 1.716 -3.096 0.492
C 0.804 -4.266 0.576
C 0.154 -4.767 -0.557
C -0.669 -5.878 -0.486
C -0.875 -6.526 0.728
C -0.248 -6.042 1.865
C 0.578 -4.926 1.787
H 2.362 -3.159 -0.388
H 2.360 -3.047 1.375
H 0.310 -4.266 -1.504
H -1.148 -6.249 -1.384
H -1.505 -7.405 0.780
H -0.379 -6.549 2.814
H 1.085 -4.575 2.683

Cartesian forces (eV/Å) of the 2 atoms listed first:
0.799 0.268 1.165
-0.109 -0.193 -0.492

Mulliken population analysis, charges in e, atoms 1 to 4: atom 1 (Cr): 0.357, atom 2 (N): -0.423, atom 3 (N): -0.415, atom 4 (C): 0.384

---

> Look up the 2S+1 of the third one.

4